Computed, not measured: a structure of composition C44H47IN7O3STc at a distorted geometry, with ωB97M-V/def2-TZVPD.

⟨S²⟩	3.786
2S+1	4
LUMO energy (spin up / spin down)	-2.89 / -4.03	eV
highest occupied orbital energy (spin up / spin down)	-9.517 / -9.512	eV
Kohn-Sham gap (spin up / spin down)	6.63 / 5.48	eV
net charge	+1

Each line ends with the Mulliken spin population.
Positions of all 104 atoms, in Å:
Tc1 -0.450 -0.311 0.281  2.911
O1 1.517 0.211 1.318  0.006
C1 1.418 0.869 2.595  0.030
C2 0.061 1.626 2.516  0.011
O2 -0.174 2.557 3.244  0.018
O3 -0.785 1.169 1.627  0.123
C3 2.564 1.850 2.798  -0.009
C4 3.071 2.522 1.695  0.009
C5 4.119 3.417 1.827  0.000
C6 4.672 3.660 3.075  0.001
C7 4.173 2.991 4.182  -0.001
C8 3.130 2.088 4.047  0.001
C9 1.414 -0.165 3.719  -0.004
C10 0.562 -0.080 4.815  0.002
C11 0.692 -0.974 5.872  0.000
C12 1.683 -1.945 5.851  0.000
C13 2.539 -2.027 4.761  -0.001
C14 2.399 -1.149 3.699  0.002
H1 2.462 0.093 1.008  0.003
H2 2.654 2.329 0.720  -0.004
H3 4.508 3.916 0.948  -0.001
H4 5.488 4.362 3.183  0.000
H5 4.602 3.164 5.161  0.000
H6 2.765 1.576 4.926  0.000
H7 -0.174 0.712 4.869  0.000
H8 0.031 -0.888 6.725  0.000
H9 1.801 -2.618 6.691  0.000
H10 3.332 -2.764 4.742  0.000
H11 3.086 -1.213 2.861  -0.001
C15 -1.461 3.644 -5.306  0.000
C16 -2.792 3.653 -4.605  0.001
C17 -3.923 4.189 -5.209  0.000
C18 -5.145 4.227 -4.554  0.001
C19 -5.244 3.751 -3.256  0.000
C20 -4.130 3.216 -2.632  0.001
C21 -2.915 3.141 -3.310  -0.001
N1 -1.762 2.586 -2.690  0.009
C22 -1.703 1.441 -1.967  0.039
N2 -2.719 0.584 -2.154  0.018
C23 -2.929 -0.702 -1.629  -0.016
C24 -2.128 -1.243 -0.617  -0.129
C25 -2.414 -2.573 -0.262  -0.007
C26 -3.442 -3.291 -0.835  -0.021
C27 -4.231 -2.708 -1.817  0.043
C28 -3.982 -1.414 -2.235  -0.026
C29 -4.820 -0.796 -3.327  -0.001
N3 -0.645 1.158 -1.237  0.065
C30 0.359 2.193 -1.159  -0.037
C31 1.571 1.936 -1.798  -0.007
C32 2.555 2.907 -1.861  -0.004
C33 2.340 4.134 -1.252  0.009
C34 1.150 4.376 -0.584  -0.004
C35 0.128 3.431 -0.533  -0.014
C36 -1.170 3.793 0.141  -0.002
H12 -1.570 3.951 -6.343  0.000
H13 -1.004 2.653 -5.281  0.000
H14 -0.767 4.342 -4.828  0.000
H15 -3.841 4.577 -6.217  0.000
H16 -6.012 4.639 -5.052  0.000
H17 -6.183 3.814 -2.722  0.000
H18 -4.192 2.882 -1.603  0.000
H19 -0.915 3.134 -2.716  0.000
H20 -3.427 0.909 -2.794  -0.005
H21 -1.803 -3.075 0.473  0.016
H22 -3.624 -4.312 -0.526  0.000
H23 -5.038 -3.268 -2.272  0.001
H24 -5.532 -1.529 -3.700  -0.001
H25 -4.211 -0.470 -4.174  0.000
H26 -5.394 0.064 -2.968  -0.001
H27 1.729 0.964 -2.247  0.005
H28 3.491 2.693 -2.360  0.000
H29 3.117 4.886 -1.267  0.000
H30 0.994 5.328 -0.092  0.000
H31 -0.972 4.375 1.040  -0.001
H32 -1.727 2.908 0.439  -0.004
H33 -1.797 4.395 -0.522  0.001
S1 0.930 -1.926 -0.895  -0.002
C37 1.054 -1.462 -2.555  0.033
N4 2.246 -1.165 -3.015  0.001
C38 2.491 -0.832 -4.413  0.001
C39 1.245 -0.166 -4.984  0.001
C40 0.049 -1.079 -4.758  0.000
N5 -0.017 -1.434 -3.343  0.002
H34 3.012 -1.126 -2.319  0.000
H35 2.736 -1.739 -4.970  0.001
H36 3.349 -0.164 -4.457  0.000
H37 1.368 0.040 -6.045  0.000
H38 1.080 0.783 -4.467  0.000
H39 0.145 -1.986 -5.360  0.000
H40 -0.883 -0.587 -5.036  0.000
H41 -0.898 -1.683 -2.919  -0.001
I1 4.330 -0.359 -0.544  0.002
C41 -2.929 -0.517 2.789  0.021
C42 -1.787 -1.466 2.803  0.040
N6 -0.786 -1.575 1.932  -0.179
C43 -0.002 -2.645 2.324  0.052
C44 -0.533 -3.185 3.443  0.007
N7 -1.652 -2.434 3.721  0.005
H42 -3.414 -0.522 1.811  -0.003
H43 -2.591 0.499 2.983  -0.003
H44 -3.658 -0.802 3.545  0.001
H45 0.877 -2.931 1.772  -0.004
H46 -0.212 -4.004 4.059  -0.001
H47 -2.263 -2.566 4.510  -0.001

Computed, not measured: a structure of composition C44H48AsN3O4SiTc, with ωB97M-V/def2-TZVPD.

⟨S²⟩	0.793
2S+1	2
LUMO energy (spin up / spin down)	-6.16 / -6.03	eV
energy relative to the best compared isomer or geometry (same formula, charge and spin)	0.0	kcal per mole
highest occupied orbital energy (spin up / spin down)	-13.020 / -12.984	eV
Kohn-Sham gap (spin up / spin down)	6.86 / 6.95	eV
net charge	+2

Each line ends with the Mulliken spin population.
Positions of all 102 atoms, in Å:
Tc1 0.542 -0.216 0.534  1.069
C1 -5.441 -1.489 2.232  0.000
O1 -5.943 -0.172 2.405  0.000
C2 -5.315 0.753 3.170  0.000
C3 -6.166 1.717 3.721  0.000
C4 -5.682 2.728 4.520  0.000
C5 -4.324 2.804 4.818  0.000
C6 -3.472 1.863 4.283  0.000
C7 -3.947 0.854 3.438  -0.001
N1 -2.982 -0.034 2.847  0.001
C8 -1.959 0.368 2.086  0.007
N2 -1.942 1.626 1.638  -0.008
C9 -0.843 2.339 1.125  0.055
C10 0.361 1.756 0.767  -0.045
C11 1.410 2.598 0.350  0.007
C12 1.218 3.958 0.259  -0.021
C13 -0.009 4.539 0.593  0.036
C14 -1.036 3.735 1.038  -0.027
O2 -2.261 4.155 1.430  -0.003
C15 -2.517 5.561 1.439  0.001
N3 -0.980 -0.506 1.731  -0.017
C16 -1.070 -1.825 2.323  -0.007
C17 -0.506 -1.973 3.600  -0.022
C18 -0.602 -3.152 4.301  -0.003
C19 -1.266 -4.229 3.711  0.008
C20 -1.820 -4.104 2.458  -0.002
C21 -1.759 -2.898 1.743  -0.015
O3 -2.403 -2.955 0.551  0.002
C22 -2.504 -1.881 -0.370  0.009
H1 -6.262 -2.060 1.807  0.000
H2 -5.171 -1.937 3.194  0.000
H3 -4.598 -1.524 1.542  0.000
H4 -7.221 1.629 3.501  0.000
H5 -6.369 3.454 4.935  0.000
H6 -3.941 3.576 5.471  0.000
H7 -2.413 1.892 4.511  0.000
H8 -2.998 -1.012 3.090  -0.001
H9 -2.719 2.213 1.921  0.000
H10 2.374 2.182 0.108  0.012
H11 2.031 4.595 -0.064  0.000
H12 -0.137 5.609 0.524  0.002
H13 -3.529 5.675 1.811  0.000
H14 -2.446 5.970 0.430  0.000
H15 -1.817 6.071 2.103  0.000
H16 0.002 -1.116 4.027  -0.002
H17 -0.165 -3.242 5.285  0.000
H18 -1.349 -5.170 4.236  0.000
H19 -2.341 -4.928 1.989  0.000
H20 -3.137 -2.256 -1.170  0.001
H21 -1.528 -1.618 -0.788  -0.005
H22 -2.975 -1.002 0.073  0.000
C23 1.122 -3.276 -0.258  0.016
Si1 2.478 -2.721 0.929  -0.014
C24 2.389 -3.879 2.381  0.000
C25 4.154 -2.822 0.092  0.000
C26 2.181 -0.913 1.503  -0.027
H23 0.948 -2.643 -1.127  -0.006
H24 0.174 -3.450 0.257  -0.006
H25 1.432 -4.251 -0.649  0.000
H26 2.529 -4.905 2.035  0.000
H27 1.415 -3.825 2.878  0.000
H28 3.164 -3.672 3.121  0.000
H29 4.083 -3.292 -0.892  0.000
H30 4.829 -3.428 0.698  0.000
H31 4.630 -1.851 -0.038  0.000
H32 3.002 -0.239 1.237  0.008
H33 2.045 -0.837 2.586  0.005
O4 1.202 -0.189 -1.234  0.031
As1 1.915 0.160 -2.760  -0.038
C27 0.516 0.811 -3.852  0.002
C28 0.555 0.571 -5.222  0.000
C29 -0.447 1.093 -6.025  0.000
C30 -1.473 1.837 -5.458  0.000
C31 -1.506 2.068 -4.089  0.000
C32 -0.508 1.559 -3.274  -0.003
C33 3.240 1.481 -2.488  0.004
C34 3.179 2.653 -3.234  -0.001
C35 4.153 3.624 -3.045  0.000
C36 5.166 3.421 -2.120  0.001
C37 5.222 2.247 -1.377  0.000
C38 4.261 1.267 -1.563  0.002
C39 2.630 -1.449 -3.444  0.001
C40 4.003 -1.593 -3.616  0.000
C41 4.499 -2.787 -4.120  0.000
C42 3.628 -3.816 -4.447  0.000
C43 2.255 -3.663 -4.282  0.000
C44 1.748 -2.476 -3.783  -0.001
H34 1.352 -0.017 -5.662  0.000
H35 -0.428 0.916 -7.092  0.000
H36 -2.254 2.239 -6.089  0.000
H37 -2.309 2.651 -3.658  0.000
H38 -0.518 1.754 -2.207  -0.004
H39 2.380 2.819 -3.946  0.000
H40 4.118 4.539 -3.620  0.000
H41 5.923 4.181 -1.979  0.000
H42 6.018 2.095 -0.661  0.000
H43 4.310 0.347 -0.995  0.001
H44 4.683 -0.788 -3.368  0.000
H45 5.564 -2.910 -4.261  0.000
H46 4.018 -4.743 -4.843  0.000
H47 1.582 -4.466 -4.551  0.000
H48 0.678 -2.353 -3.664  -0.001